#P
The following is a quantum chemistry calculation of a cluster of 2 separate species, CH8NS in total, from OMol25.

Last column: Löwdin charge in e.
CARTESIAN COORDINATES (ANGSTROEM)
N (0.15429, -1.00699, -1.79166)  0.206
H (-0.78395, -1.36140, -1.76501)  0.119
H (0.32339, -0.16009, -2.30191)  0.128
H (0.68529, -1.83774, -2.20236)  0.182
H (0.28699, -0.78814, -0.70242)  -0.018
C (-1.20252, 0.55835, 0.62672)  -0.432
S (0.60011, 0.38898, 0.74546)  0.785
H (-1.52383, 1.21045, -0.15223)  0.029
H (-1.40705, 1.17482, 1.55806)  0.055
H (-1.90378, -0.33529, 0.73283)  0.081
H (0.85631, -0.42750, 1.68699)  -0.136

The net charge is +1. Its HOMO energy is -14.20 eV.


#Q
The following is a quantum chemistry calculation of a cluster of 2 separate species, CH8NS in total, from OMol25.

Last column: Löwdin charge in e.
CARTESIAN COORDINATES (ANGSTROEM)
N (-1.66785, -0.98909, -0.63559)  0.257
H (-1.21263, -0.04006, -0.84296)  0.023
H (-1.38968, -1.65395, -1.35172)  0.147
H (-2.66996, -0.80858, -0.73259)  0.150
H (-1.50610, -1.34595, 0.30264)  0.147
C (1.52946, 0.89128, 1.06874)  -0.362
S (0.63063, 1.09917, -0.56135)  0.689
H (1.22229, -0.06646, 1.46540)  0.023
H (1.21770, 1.78145, 1.61026)  0.033
H (2.58857, 1.00172, 0.85799)  0.039
H (1.25759, 0.13048, -1.18083)  -0.146

The net charge is +1. Its HOMO energy is -13.73 eV.


Verdict on stability: #Q comes out on top.


#P
The following is a quantum chemistry calculation of a cluster of 4 separate species, C2H10O2S2 in total, from OMol25.

Last column: Löwdin charge in e.
CARTESIAN COORDINATES (ANGSTROEM)
C (0.52663, 1.01405, -1.24172)  -0.124
C (-0.02010, 0.48890, 0.17613)  -0.593
S (-0.76853, 1.78498, 1.09887)  1.171
S (3.05637, -0.78324, -0.40436)  0.662
H (-0.14195, 1.66068, -1.76065)  0.074
H (0.69029, 0.16445, -1.84405)  0.057
H (1.55059, 1.37134, -1.04326)  0.049
H (0.76356, -0.05083, 0.74885)  0.044
H (-0.86133, -0.37483, -0.00173)  0.172
H (3.34754, -1.00861, 0.89000)  -0.174
H (-2.95823, 1.12981, 0.73216)  -0.105
H (-4.18853, 0.82718, 1.57210)  0.026
O (-3.87346, 0.93201, 0.70863)  0.001
H (1.68937, -2.00050, -0.14528)  -0.122
H (0.46442, -2.67602, 0.70513)  0.022
O (0.72335, -2.47936, -0.19082)  -0.160

The net charge is +1. Its HOMO energy (alpha / beta) is -13.91 / -14.33 eV. Its spin multiplicity is 2. Its expectation value of S² is 1.74.


#Q
The following is a quantum chemistry calculation of a cluster of 3 separate species, C2H10O2S2 in total, from OMol25.

Last column: Löwdin charge in e.
CARTESIAN COORDINATES (ANGSTROEM)
C (-1.76784, 0.46952, -1.82884)  -0.393
S (-3.14548, 0.39644, -0.70480)  0.686
S (-3.35750, 2.18984, 0.17040)  0.682
C (-1.86289, 3.18728, -0.22379)  -0.322
H (-1.73595, 1.41256, -2.38056)  0.061
H (-0.82338, 0.23439, -1.34741)  0.064
H (-2.03069, -0.27898, -2.60242)  0.072
H (-2.04634, 3.79013, -1.10958)  0.067
H (-1.75984, 3.80223, 0.65558)  0.052
H (-1.05110, 2.49375, -0.35332)  0.032
H (5.15516, -4.33778, 1.13280)  0.034
H (4.05042, -3.58064, 1.85761)  0.014
O (4.73499, -3.46986, 1.17491)  -0.080
H (1.80694, -1.83608, 2.59653)  0.041
H (1.84211, -2.00560, 1.06736)  0.034
O (1.99139, -2.46721, 1.89554)  -0.045

The net charge is +1. Its HOMO energy (alpha / beta) is -12.75 / -12.75 eV. Its spin multiplicity is 2. Its expectation value of S² is 0.75.


Verdict on stability: #Q comes out on top.


#P
The following is a quantum chemistry calculation of a cluster of 4 separate species, C3H14NO4 in total, from OMol25.

Last column: Löwdin charge in e.
CARTESIAN COORDINATES (ANGSTROEM)
O (-2.18683, 0.70436, -0.65493)  0.084
C (-1.70089, -0.36669, -0.88455)  -0.183
C (-0.40700, -0.81342, -0.23939)  -0.306
C (0.39396, -1.66108, -1.18834)  -0.030
N (0.29539, 0.41414, 0.18403)  0.199
H (-2.14771, -1.08216, -1.59312)  0.151
H (-0.68118, -1.39860, 0.63498)  0.160
H (0.18660, -1.48682, -2.24168)  0.093
H (0.32592, -2.73407, -1.01002)  0.098
H (1.47664, -1.50150, -1.08147)  0.090
H (-0.28882, 0.88397, 0.90279)  0.132
H (0.32070, 1.17238, -0.51362)  0.106
H (1.25675, 0.24004, 0.49311)  0.110
H (0.14737, 2.91286, -2.54166)  0.079
H (-1.00485, 2.37099, -1.64864)  0.051
O (-0.08452, 2.22463, -1.90681)  -0.039
H (-1.35684, 0.23307, 3.47947)  0.072
H (-2.04869, 1.29662, 2.50643)  0.070
O (-1.41304, 0.56540, 2.56831)  -0.048
H (2.68465, -1.31967, 1.94487)  0.071
H (3.54633, -0.11298, 1.41193)  0.072
O (2.68605, -0.54149, 1.37832)  -0.032

The net charge is +1. Its HOMO energy is -14.26 eV.


#Q
The following is a quantum chemistry calculation of a cluster of 4 separate species, C3H14NO4 in total, from OMol25.

Last column: Löwdin charge in e.
CARTESIAN COORDINATES (ANGSTROEM)
O (3.23388, -0.83625, 0.39099)  0.088
C (2.82524, 0.20356, -0.04382)  -0.155
C (1.30714, 0.47657, 0.13960)  -0.277
C (0.50996, 1.01792, -1.02230)  -0.030
N (0.57726, -0.67764, 0.81311)  0.174
H (3.48178, 0.86333, -0.64246)  0.152
H (1.31044, 1.18862, 0.97078)  0.145
H (0.76952, 0.58968, -1.98527)  0.101
H (0.79490, 2.05888, -1.11606)  0.091
H (-0.53246, 1.23926, -0.76586)  0.090
H (0.78186, -0.72414, 1.81499)  0.151
H (0.95030, -1.55413, 0.44949)  0.144
H (-0.43350, -0.60276, 0.82579)  0.116
H (-3.40766, 0.33862, -3.23741)  0.032
H (-2.46115, 1.47061, -2.70431)  0.034
O (-2.60514, 0.52095, -2.76101)  -0.060
H (-1.17063, -3.40310, 0.68850)  0.073
H (-1.70918, -2.56350, -0.49947)  0.068
O (-1.03700, -2.58633, 0.18956)  -0.038
H (-1.64586, 0.90749, 2.37819)  0.075
H (-0.78374, 1.38686, 3.39672)  0.077
O (-0.75597, 0.68551, 2.72026)  -0.049

The net charge is +1. Its HOMO energy is -14.22 eV.


Verdict on stability: #P comes out on top.


#P
The following is a quantum chemistry calculation of the ion C6H14NO with charge +1, from OMol25.

Last column: Löwdin charge in e.
CARTESIAN COORDINATES (ANGSTROEM)
O (1.60711, -1.67483, -2.51013)  0.101
C (1.50202, -0.58852, -2.01242)  -0.161
C (0.24105, -0.19811, -1.26304)  -0.223
C (0.36500, 0.21218, 0.22195)  -0.326
C (0.63651, -0.95927, 1.17779)  -0.023
C (-0.88917, 0.98460, 0.65366)  -0.234
C (-0.62902, 1.89980, 1.83441)  -0.089
N (-0.73088, -1.31456, -1.47355)  0.241
H (2.28929, 0.17418, -2.11956)  0.154
H (-0.15626, 0.68403, -1.76359)  0.160
H (1.21583, 0.89415, 0.25042)  0.149
H (1.66666, -1.31127, 1.11527)  0.098
H (-0.04291, -1.80505, 1.01180)  0.078
H (0.43744, -0.64359, 2.19611)  0.088
H (-1.68257, 0.28607, 0.91067)  0.117
H (-1.29516, 1.58803, -0.16001)  0.113
H (-1.42454, 2.62742, 2.00346)  0.085
H (0.27973, 2.49458, 1.69812)  0.087
H (-0.52685, 1.40199, 2.80371)  0.081
H (-0.75974, -1.92661, -0.65307)  0.152
H (-1.68663, -0.97162, -1.62952)  0.188
H (-0.41689, -1.85359, -2.29246)  0.163

The net charge is +1. Its HOMO energy is -14.92 eV. As for the structure (SMILES): CC[C@@H](C)[C@H]([NH3+])C=O.


#Q
The following is a quantum chemistry calculation of a cluster of 2 separate species, C6H14NO in total, from OMol25.

Last column: Löwdin charge in e.
CARTESIAN COORDINATES (ANGSTROEM)
C (3.06654, 1.54281, 0.56858)  -0.108
C (1.63007, 1.99629, 0.86272)  -0.238
C (0.69745, 2.06404, -0.34567)  -0.213
C (-0.11936, 0.86760, -0.44033)  -0.083
C (0.10229, -0.19247, -1.20854)  -0.049
N (-0.69654, -1.39852, -1.31678)  0.059
C (-1.80666, -1.68970, -0.77368)  0.151
H (3.75138, 2.25089, 1.03922)  0.073
H (3.28676, 1.39349, -0.54021)  0.091
H (3.46445, 0.57338, 0.86124)  0.062
H (1.72564, 2.99087, 1.30394)  0.109
H (1.23159, 1.24775, 1.59136)  0.120
H (1.22108, 2.28088, -1.26001)  0.114
H (-0.03201, 2.94552, -0.14893)  0.157
H (-0.97096, 0.86174, 0.25890)  0.135
H (0.85557, -0.15254, -1.98948)  0.134
H (-0.21689, -2.06210, -1.95368)  0.191
H (-2.16054, -1.10336, 0.04801)  0.092
H (-2.31059, -2.66026, -0.96640)  0.141
H (-3.50182, -2.80105, 1.84989)  0.063
H (-2.49952, -2.30580, 2.70680)  0.066
O (-2.54012, -2.66863, 1.80295)  -0.067

The net charge is +1. Its HOMO energy is -14.01 eV.


Verdict on stability: #P comes out on top.